Record 1
30
Properties=species:S:1:pos:R:3:forces:R:3 method="wB97M-V/def2-TZVPD" molar_mass_g_mol=284.77 e_tot_ev=-70589.734 total_charge=-1 s_squared=0.761 spin_multiplicity=2
C 2.763 -1.284 -2.401 1.0645 0.6916 -0.1127
C 3.569 -1.153 -1.220 -0.5141 -0.0548 -0.6413
C 3.546 0.209 -0.816 -0.2471 0.4157 -0.6658
C 2.761 0.944 -1.749 0.7610 0.0511 0.1627
C 2.263 0.038 -2.736 0.4830 -0.3469 -0.1980
Cu 1.110 -0.730 -1.229 -0.2772 -0.0515 0.5422
P 0.155 -2.696 -0.926 -0.0575 -0.1697 -0.0011
H 2.642 -2.177 -3.015 0.0417 0.2544 0.2453
H 4.115 -1.960 -0.733 -0.1968 0.1968 -0.0904
H 4.065 0.618 0.051 -0.2165 -0.0799 -0.2485
H 1.693 0.280 -3.637 0.3073 0.0096 0.3704
H 2.587 2.025 -1.740 -0.0024 -0.5159 0.0950
H -0.339 -2.880 0.393 -0.1741 -0.3860 -0.4191
H 0.802 -3.936 -1.189 -0.5366 -0.0499 0.1238
H -1.019 -2.794 -1.726 0.0879 -0.5072 0.4476
N -4.367 1.817 2.324 -1.0655 0.1689 -0.2440
C -3.091 1.660 2.793 2.0268 -0.9282 -1.5908
O -2.792 1.919 3.955 -0.3220 0.2868 0.6974
C -2.082 1.151 1.814 -1.9633 0.9812 1.9183
C -2.383 0.831 0.487 0.7968 -0.7935 -2.1261
C -1.372 0.361 -0.351 -1.4720 0.3875 1.0019
N -0.104 0.165 0.067 0.5467 0.1508 -0.4530
C 0.198 0.462 1.355 -1.2383 0.6589 1.5893
C -0.762 0.946 2.245 1.9621 -0.6992 -0.5370
H -5.064 2.180 2.947 0.1010 -0.0077 0.1066
H -4.659 1.601 1.383 0.3292 0.0393 0.2976
H -3.376 0.900 0.048 0.1128 0.0844 0.1378
H -1.597 0.077 -1.381 0.0665 0.1410 0.1705
H 1.220 0.293 1.707 -0.2590 0.0204 -0.3485
H -0.482 1.134 3.280 -0.1448 0.0521 -0.2299

Record 2
61
Properties=species:S:1:pos:R:3:forces:R:3 method="wB97M-V/def2-TZVPD" molar_mass_g_mol=966.60 e_above_lowest_kcal_mol=67.6 total_charge=0 s_squared=8.764 spin_multiplicity=6
Ru 0.521 0.159 0.074 -0.1574 0.8024 -1.1697
I -5.223 5.422 -0.985 0.0101 -0.0236 -0.0113
C -3.524 4.208 -1.032 -0.0679 0.1178 -0.1123
C -2.812 4.069 -2.214 0.0141 -0.0637 0.0592
C -1.677 3.277 -2.222 0.2866 -0.1420 0.0908
I -0.598 2.980 -3.981 -0.0420 0.0441 0.0172
C -1.205 2.620 -1.068 0.0092 0.1499 -0.2459
O -0.092 1.911 -1.079 -0.1326 -0.4824 0.4159
C -1.995 2.762 0.083 0.0534 -0.1053 -0.1090
C -0.699 2.538 2.050 -0.0730 -0.0762 -0.0727
N 0.641 2.092 1.700 0.2493 -0.3064 -0.0474
C 1.526 1.828 2.833 -0.1220 0.0047 -0.0578
C 2.382 0.604 2.637 -0.0024 0.1397 -0.1234
C 3.021 0.003 3.709 0.1173 0.0045 0.0892
C 3.831 -1.093 3.474 -0.0128 -0.0008 0.0556
C 3.994 -1.546 2.173 0.0427 0.0178 0.0102
C 3.320 -0.893 1.166 -0.0086 0.1280 0.0005
N 2.525 0.165 1.390 -0.0125 -0.5805 0.0108
C -3.130 3.544 0.114 -0.0177 -0.0410 0.0916
H -3.141 4.560 -3.119 0.0233 0.0087 -0.0058
H -0.930 2.157 3.039 0.0067 -0.0650 0.0805
H -0.784 3.625 2.042 -0.0004 0.1358 0.0058
H 1.069 2.712 1.023 -0.0006 0.1039 0.0205
H 0.926 1.678 3.729 -0.0524 0.0073 0.0238
H 2.189 2.676 3.024 0.0234 0.0547 0.0649
H 2.879 0.391 4.710 -0.0199 -0.0228 -0.0295
H 4.324 -1.593 4.298 -0.0020 0.0227 -0.0246
H 4.617 -2.399 1.946 0.0041 -0.0016 -0.0108
H 3.407 -1.216 0.136 -0.0842 -0.0310 -0.0231
H -3.710 3.600 1.027 0.0289 -0.0137 -0.0092
N -3.112 -1.141 1.637 0.0855 -0.4436 -0.0639
C -2.074 -1.876 0.804 -0.1115 -0.0199 0.0242
C -2.582 -3.236 0.366 -0.0506 0.0627 0.0271
P -0.531 -1.877 1.792 -0.2312 -0.1666 0.8077
O -0.844 -2.976 2.939 0.1314 -0.0052 -0.0810
O 0.695 -2.255 1.031 -0.3651 0.1764 -0.1755
O -0.552 -0.495 2.406 0.0808 0.0131 -0.2358
P -1.860 -0.620 -0.655 -0.6517 -0.2711 0.4342
O -2.026 -1.529 -1.962 0.1545 -0.1559 0.0266
O -3.142 0.172 -0.492 0.2274 0.0076 -0.1221
O -1.667 1.993 1.182 0.0276 0.0232 0.2667
H -3.770 -1.763 2.098 0.0311 -0.0397 0.0342
H -3.563 -0.487 0.934 -0.0650 0.1335 -0.1894
H -2.613 -0.562 2.317 0.1113 0.1117 0.1321
H -2.874 -3.845 1.226 0.0312 0.0057 -0.0132
H -1.788 -3.762 -0.167 -0.0134 0.0296 -0.0030
H -3.427 -3.139 -0.317 -0.0060 -0.0164 -0.0091
H -0.248 -3.731 2.847 -0.0618 0.0534 0.0440
H -1.179 -1.967 -2.177 0.0384 0.1512 0.0176
Cl 3.815 -1.483 -6.541 -0.0608 -0.0081 0.0939
C 2.889 -1.479 -5.066 0.0164 -0.0363 -0.0768
C 3.071 -0.470 -4.144 0.1334 0.1999 0.0736
C 2.318 -0.492 -2.986 -0.0321 0.0515 0.0249
Cl 2.499 0.758 -1.800 0.4910 0.3031 -0.0486
C 1.365 -1.469 -2.672 -0.2399 -0.0768 0.2678
O 0.666 -1.468 -1.567 0.4214 0.3677 -0.2215
C 1.233 -2.470 -3.656 -0.0295 -0.0683 0.0092
Cl 0.078 -3.736 -3.359 0.0322 0.0008 -0.0459
C 1.969 -2.484 -4.825 -0.1013 -0.1522 -0.0494
H 3.785 0.324 -4.324 -0.0525 -0.0312 0.0305
H 1.819 -3.274 -5.548 -0.0020 0.0143 0.0371

Record 3
52
Properties=species:S:1:pos:R:3:forces:R:3 method="wB97M-V/def2-TZVPD" molar_mass_g_mol=469.87 e_above_lowest_kcal_mol=444.0 total_charge=+3 spin_multiplicity=1
Hf -0.970 2.448 0.250 1.2274 -0.7763 -1.0477
F 1.575 0.136 -1.721 -1.1018 0.9382 0.9099
C 4.565 -4.810 -3.320 -1.8558 0.3207 1.3380
O 3.494 -4.068 -3.954 1.4775 -1.2577 -0.7236
H 5.580 -4.435 -3.449 0.1089 0.7741 -0.1857
H 4.224 -4.750 -2.286 1.0512 -0.1300 0.4888
H 4.668 -5.874 -3.534 -0.6763 0.0031 -1.0041
H 3.154 -3.466 -3.289 -0.0795 0.3062 0.0692
C -2.538 -4.538 0.925 0.2315 -0.1958 -0.0804
C -3.291 -3.736 1.952 1.1791 0.4237 -1.3279
C -3.778 -4.799 3.018 -0.9218 0.1849 0.5964
O -4.414 -4.186 4.098 1.4769 -1.1266 -0.4681
C -5.527 -4.911 4.511 -2.6918 1.2166 1.0213
N -2.458 -2.587 2.428 -1.9987 -3.3000 0.7969
H -2.039 -3.810 0.285 -0.1507 -0.2838 -0.5054
H -3.182 -5.241 0.398 0.0336 0.3215 -0.3102
H -1.755 -5.152 1.371 0.1604 0.1044 0.1684
H -4.240 -3.425 1.514 -0.2141 0.5669 0.2103
H -2.915 -5.409 3.287 0.5657 0.3146 0.4633
H -4.480 -5.485 2.543 0.0153 0.0565 -0.2966
H -6.088 -4.286 5.206 0.2353 0.2508 0.0342
H -5.466 -5.856 5.051 1.1928 -0.3952 -0.3296
H -6.219 -5.041 3.679 0.0214 -0.3348 -0.4171
H -1.557 -3.022 2.565 0.9551 0.3465 -0.4335
H -2.807 -2.630 3.375 -0.1197 1.7272 0.9105
C 4.577 4.705 3.317 0.6798 -1.2637 0.6502
C 3.439 4.697 2.258 0.1624 -1.3141 2.0623
C 4.004 4.980 0.911 -1.5263 0.0446 -0.1608
O 2.973 4.793 -0.094 1.3638 0.5495 0.4353
C 3.554 5.200 -1.318 -0.4422 -0.6181 -1.1639
N 2.852 3.318 2.361 0.2577 -0.1598 -0.0974
H 5.131 3.768 3.275 0.4549 -0.1440 -1.0249
H 4.273 4.500 4.344 -0.8132 1.1040 0.1185
H 5.346 5.477 3.286 -0.4407 0.3982 -0.1697
H 2.688 5.427 2.559 -0.1618 -0.1284 -0.2999
H 4.869 4.361 0.674 0.1237 0.0718 -0.0268
H 4.221 6.048 0.945 0.6350 0.0511 -0.3344
H 2.829 5.025 -2.113 -0.0287 0.1641 0.1156
H 4.438 4.609 -1.558 0.1510 -0.3226 0.1393
H 3.909 6.229 -1.368 -0.3028 0.3578 0.4376
H 2.615 2.985 3.284 -1.1917 1.2398 0.8993
H 3.564 2.603 2.318 0.8953 -0.1002 -1.6372
C -2.391 2.591 -5.171 -1.0348 -1.3974 0.3405
C -3.347 1.371 -4.937 1.5750 0.8355 -0.4423
O -3.036 0.778 -3.708 -0.2793 0.2377 0.5190
O -2.371 3.408 -4.003 -0.1146 -0.0715 -0.6493
H -2.863 3.024 -6.053 0.4382 0.7616 0.0451
H -1.368 2.287 -5.391 0.0794 -0.2855 -0.1234
H -3.255 0.651 -5.750 0.0752 -0.0186 -0.1517
H -4.328 1.834 -5.040 -0.5503 -0.2024 0.6180
H -3.520 -0.043 -3.597 -0.0815 -0.2090 -0.1835
H -2.340 4.308 -4.336 -0.0454 0.3636 0.2073

Record 4
38
Properties=species:S:1:pos:R:3:forces:R:3 method="wB97M-V/def2-TZVPD" molar_mass_g_mol=346.37 smiles="CC(=O)Nc1ccc(NC(=O)CSc2ccc([N+](=O)[O-])cn2)cc1" e_above_lowest_kcal_mol=68.3 total_charge=0 spin_multiplicity=1
C -6.410 -1.224 0.782 -0.0455 -0.0922 -0.2309
C -5.190 -0.869 -0.045 -0.2802 0.0176 0.4632
O -5.078 -1.147 -1.215 0.0449 -0.0825 -0.3223
N -4.248 -0.205 0.690 -0.0848 0.0689 0.4130
C -3.002 0.283 0.287 0.3705 0.1488 -0.1657
C -2.252 1.009 1.211 -0.1458 -0.1640 -0.2583
C -1.015 1.524 0.880 0.1054 0.0630 0.0876
C -0.499 1.316 -0.395 -0.2036 -0.0413 0.0956
C -1.245 0.585 -1.317 0.1381 0.1415 0.2563
C -2.482 0.073 -0.987 -0.1216 -0.0922 -0.0414
H -3.051 -0.487 -1.710 -0.0079 -0.0078 -0.0171
H -0.851 0.415 -2.309 0.0358 -0.0162 -0.1317
N 0.745 1.812 -0.809 -0.3706 0.1455 -0.4078
C 1.676 2.469 -0.079 0.2136 0.1172 -0.4984
O 1.570 2.789 1.082 -0.0758 0.0467 0.2737
C 2.928 2.818 -0.887 0.3368 -0.3440 0.3327
H 3.058 3.901 -0.903 -0.0331 -0.0407 -0.0106
H 2.921 2.418 -1.898 -0.0766 0.0981 0.0005
S 4.408 2.193 -0.033 0.0850 0.4958 -0.0476
C 4.071 0.489 -0.027 -0.0429 -0.2393 -0.0771
N 2.994 0.074 -0.691 0.3785 0.2960 -0.0165
C 2.701 -1.208 -0.679 -0.0459 -0.8820 0.1259
C 3.480 -2.146 -0.010 0.4085 1.3414 0.0510
C 4.625 -1.719 0.673 -0.3030 -0.2312 -0.1720
C 4.928 -0.381 0.664 -0.2369 0.1387 -0.1459
H 5.791 0.014 1.175 0.1098 -0.0251 0.0970
H 5.235 -2.444 1.190 0.0271 -0.0064 0.0138
N 3.118 -3.532 -0.023 -0.1860 -0.5085 -0.0486
O 3.843 -4.307 0.565 0.1088 -0.1842 0.1057
O 2.110 -3.843 -0.624 -0.1470 -0.1020 -0.0801
H 1.814 -1.510 -1.219 -0.0120 -0.1245 0.0171
H 1.001 1.537 -1.747 0.1533 0.0832 0.2710
H -0.449 2.084 1.604 0.0216 0.0168 0.0122
H -2.643 1.175 2.205 -0.0394 0.0282 0.1121
H -4.475 -0.018 1.657 -0.0506 -0.0959 -0.2110
H -7.131 -1.734 0.150 0.0202 0.0085 -0.0118
H -6.865 -0.324 1.190 -0.0438 0.0539 0.0724
H -6.128 -1.880 1.603 -0.0048 -0.0299 0.0941